# CH3NOS2

2 unconnected molecules or ions with the total composition CH3NOS2 in a non-equilibrium geometry (wB97M-V/def2-TZVPD, the Open Molecules 2025 dataset).

For the calculated total energy, the calculation gives -966.13841 a.u. The gap between HOMO and LUMO (spin up / spin down) comes out at 3.79 / 3.76 eV. Its HOMO energy (spin up / spin down) is -7.8210 / -7.7945 eV.

ORCA input file:
```
! wB97M-V def2-TZVPD RIJCOSX def2/J DEFGRID3
* xyz 0 1
C 0.0938 0.0422 -1.6639
N 0.0171 -0.2403 1.6245
O 0.7642 0.4328 -0.6931
S -1.6364 -0.0396 -1.7677
S -0.1633 0.6362 2.9267
H 0.6774 -0.2160 -2.5528
H 0.9410 -0.0220 1.1222
H -0.6939 -0.5933 1.0040
*
```

---

# C5H7NO

C5H7NO in the gas phase (wB97M-V/def2-TZVPD, the Open Molecules 2025 dataset).

For the calculated total energy, the calculation gives -324.53337 a.u. The gap between HOMO and LUMO comes out at 8.95 eV. Its HOMO energy is -9.0647 eV.

ORCA input file:
```
! wB97M-V def2-TZVPD RIJCOSX def2/J DEFGRID3
* xyz 0 1
N -1.3394 -1.7192 -1.5109
C -0.7301 -0.9568 -0.6598
O 0.4638 -1.1861 -0.1051
C 0.7199 -0.4126 1.0739
C 0.7663 1.0703 0.8247
C 0.9390 1.6433 -0.3628
C -1.7766 -0.1725 -0.1613
H -1.0709 -2.7001 -1.3925
H 1.6837 -0.7768 1.4423
H -0.0513 -0.6431 1.8162
H 0.6557 1.6848 1.7172
H 1.0624 1.0575 -1.2706
H 0.9691 2.7239 -0.4649
H -2.2916 0.3875 -0.9464
*
```

---

# C36H45AsMnN9S2

A molecular structure, C36H45AsMnN9S2 (wB97M-V/def2-TZVPD, the Open Molecules 2025 dataset).

For the calculated total energy, the calculation gives -6074.74722 a.u. The gap between HOMO and LUMO (spin up / spin down) comes out at 7.38 / 7.32 eV. Its HOMO energy (spin up / spin down) is -10.1712 / -10.2039 eV. Its expectation value of S² is 8.7538.

ORCA input file:
```
! wB97M-V def2-TZVPD RIJCOSX def2/J DEFGRID3
* xyz 1 6
Mn -0.3065 -0.4336 0.3869
C -4.3657 -1.0013 2.0480
C -5.2764 -0.7190 1.0334
C -4.8062 -0.2361 -0.1645
C -3.4325 -0.0437 -0.3624
N -2.5562 -0.3837 0.5959
C -3.0313 -0.8212 1.7753
N -3.0937 0.5757 -1.5534
C -1.9229 0.9193 -1.9468
N -0.6758 0.6859 -1.3985
C 0.2612 1.2447 -2.2200
N 1.5497 1.2239 -2.1559
C 2.3225 0.4605 -1.3093
C 3.7109 0.6127 -1.4819
C 4.5942 -0.1641 -0.7778
C 4.0900 -1.1170 0.1083
C 2.7285 -1.1910 0.2546
N 1.8433 -0.4155 -0.4032
C -0.4127 1.9404 -3.3469
C 0.0855 2.6631 -4.4115
C -0.8351 3.1597 -5.3286
C -2.2018 2.9273 -5.1749
C -2.6890 2.1943 -4.0973
C -1.7642 1.7128 -3.1937
H -4.6820 -1.3523 3.0197
H -6.3382 -0.8563 1.1903
H -5.4677 0.0358 -0.9743
H -2.2867 -1.0234 2.5365
H 4.0392 1.3496 -2.2008
H 5.6612 -0.0460 -0.9154
H 4.7360 -1.7670 0.6811
H 2.2990 -1.8930 0.9564
H 1.1487 2.8331 -4.5185
H -0.4897 3.7369 -6.1762
H -2.8912 3.3267 -5.9071
H -3.7460 2.0056 -3.9636
N -1.2309 -3.4577 1.9249
C -0.3297 -2.7627 2.6308
N 0.2281 -1.6452 2.2201
C 1.1494 -1.1878 3.1836
C 1.9986 -0.0946 3.0533
C 2.8812 0.2027 4.0768
C 2.9228 -0.5634 5.2390
C 2.0880 -1.6585 5.3848
C 1.2214 -1.9603 4.3447
S 0.1350 -3.3142 4.2168
H -1.2896 -3.2903 0.9189
H -1.5715 -4.3331 2.2820
H 1.9763 0.5078 2.1564
H 3.5450 1.0511 3.9741
H 3.6145 -0.3089 6.0303
H 2.1225 -2.2689 6.2771
C -0.5677 -1.6919 -4.0122
N 0.2920 -2.7325 -3.4649
C 0.8377 -3.6238 -4.4892
C 0.1841 -3.1081 -2.1784
S -1.1600 -2.6261 -1.2420
N 1.1668 -3.8877 -1.6759
C 2.5614 -3.7473 -2.0926
C 0.9660 -4.6711 -0.4699
H -0.0911 -1.2994 -4.9094
H -0.6861 -0.8918 -3.2947
H -1.5545 -2.0852 -4.2667
H 0.0385 -3.8679 -5.1912
H 1.1965 -4.5463 -4.0497
H 1.6478 -3.1443 -5.0397
H 2.6788 -2.8696 -2.7215
H 2.9218 -4.6264 -2.6291
H 3.1737 -3.6137 -1.2003
H -0.0699 -4.9887 -0.4019
H 1.2263 -4.1078 0.4298
H 1.6018 -5.5546 -0.5261
C 0.3822 2.6660 4.3918
C -0.7443 2.9244 3.4014
As -0.4667 2.1633 1.6150
C 1.1455 3.1193 1.0234
C 1.1732 4.6228 1.2736
C -1.8591 3.1831 0.6813
C -3.2424 3.0206 1.3087
H 0.1892 3.1820 5.3335
H 1.3444 3.0196 4.0144
H 0.4833 1.6046 4.6087
H -0.9131 3.9942 3.2665
H -1.6780 2.4980 3.7711
H 1.2441 2.8928 -0.0434
H 1.9931 2.6394 1.5183
H 0.3815 5.1385 0.7315
H 2.1213 5.0484 0.9420
H 1.0616 4.8574 2.3329
H -1.8580 2.8583 -0.3588
H -1.5682 4.2332 0.6929
H -3.5343 1.9750 1.4008
H -3.9966 3.5196 0.6990
H -3.2815 3.4643 2.3037
*
```

---

# C7H7F3N2O

2 unconnected molecules or ions with the total composition C7H7F3N2O in a non-equilibrium geometry (wB97M-V/def2-TZVPD, the Open Molecules 2025 dataset).

For the calculated total energy, the calculation gives -755.07923 a.u. The gap between HOMO and LUMO comes out at 7.55 eV. Its HOMO energy is -8.8943 eV.

ORCA input file:
```
! wB97M-V def2-TZVPD RIJCOSX def2/J DEFGRID3
* xyz 0 1
C -2.2648 -0.1562 -1.3422
C -1.0736 0.5056 -1.6198
C -2.3449 -0.5171 -0.0218
C -0.4153 0.3556 -0.4426
C -0.6665 -0.5005 1.8803
C 1.7029 0.8729 -0.1678
C 2.2305 -0.4902 -0.6196
N 1.7162 1.1492 1.1757
N -1.0938 -0.1704 0.5425
O 1.6419 2.3540 1.4566
F 1.6959 -1.4625 0.0791
F 3.5427 -0.5348 -0.5636
F 1.8496 -0.6935 -1.9310
H -3.2490 -0.0079 -1.9724
H -0.7974 0.8172 -2.6039
H -3.0885 -1.0323 0.5405
H -0.7907 0.2920 2.5201
H -1.1391 -1.4100 2.2154
H 0.4418 -0.9388 1.8154
H 2.1021 1.5677 -0.9409
*
```

---

# C26H47F6N3O10

7 unconnected molecules or ions with the total composition C26H47F6N3O10 in a non-equilibrium geometry (wB97M-V/def2-TZVPD, the Open Molecules 2025 dataset).

For the calculated total energy, the calculation gives -2534.56408 a.u. Its SMILES is CCOC(=O)C(F)(F)F.CCOC(=O)C(F)(F)F.COCCOCCOC.COCCOCCOC.CC#N.CC#N.CC#N. The gap between HOMO and LUMO comes out at 9.71 eV. Its HOMO energy is -9.4272 eV.

ORCA input file:
```
! wB97M-V def2-TZVPD RIJCOSX def2/J DEFGRID3
* xyz 0 1
C 2.1390 1.1336 -2.6212
C 2.4789 1.7351 -1.3195
N 2.7011 2.2203 -0.3027
H 2.6946 0.2033 -2.7495
H 2.2863 1.9040 -3.3699
H 1.1319 0.7079 -2.5919
C -0.3527 -0.0199 0.8420
C -1.4915 0.8150 1.2486
N -2.3760 1.4990 1.5086
H 0.0370 0.4840 -0.0414
H -0.7442 -1.0250 0.6998
H 0.4134 -0.0641 1.6144
C -0.4817 3.6732 -0.3505
C 0.0928 4.8326 0.3421
N 0.5399 5.7824 0.7986
H -1.5461 3.7028 -0.1061
H 0.0338 2.7433 -0.1505
H -0.5248 3.8585 -1.4261
C 1.8862 -1.1101 4.6223
O 2.1266 -0.9548 3.2383
C 2.9118 0.1882 2.9804
C 4.2961 -0.0630 2.4426
O 5.0147 -0.7795 3.4394
C 6.3561 -1.0747 3.1620
C 6.5216 -2.3362 2.3098
O 7.7362 -3.0433 2.3515
C 8.0922 -3.5862 3.5995
H 1.2090 -0.3721 5.0644
H 2.7592 -1.1322 5.2795
H 1.4197 -2.0931 4.7127
H 2.9534 0.9501 3.7691
H 2.3320 0.8108 2.2818
H 4.7993 0.9024 2.3320
H 4.2398 -0.6175 1.5026
H 6.8426 -1.1478 4.1395
H 6.8274 -0.1762 2.7377
H 6.4067 -2.0808 1.2524
H 5.7132 -3.0585 2.4816
H 8.9871 -4.2021 3.5576
H 7.3513 -4.2674 4.0432
H 8.1893 -2.7468 4.2934
C -4.8279 1.6326 -7.7832
O -4.9225 1.4396 -6.3925
C -4.0163 0.4322 -5.9762
C -3.9312 0.5286 -4.4651
O -2.7836 -0.1935 -4.0450
C -2.2403 0.1829 -2.8135
C -1.2021 -0.8790 -2.4464
O 0.1216 -0.6089 -2.9591
C 0.2390 -0.8049 -4.3549
H -3.8199 1.9595 -8.0551
H -5.5115 2.3890 -8.1693
H -5.0782 0.7453 -8.3764
H -3.0531 0.3503 -6.4954
H -4.4032 -0.5345 -6.3423
H -4.8299 0.2245 -3.9282
H -3.7375 1.5919 -4.2905
H -2.9652 0.1260 -1.9854
H -1.8168 1.1878 -2.6939
H -1.4984 -1.8113 -2.9319
H -1.0430 -0.9893 -1.3766
H -0.4772 -0.3341 -5.0305
H 0.2419 -1.8813 -4.5511
H 1.2023 -0.3930 -4.6604
C 0.1542 -4.0066 2.2768
C 0.6517 -5.4596 2.2305
O 2.0324 -5.5256 2.5721
C 2.3439 -5.5117 3.8613
O 1.5951 -5.6209 4.7759
C 3.8572 -5.3782 4.0818
F 4.2738 -6.3392 4.9012
F 4.5413 -5.4242 2.9296
F 4.1226 -4.1845 4.6350
H 0.2876 -3.5136 3.2409
H -0.8561 -3.8830 1.8910
H 0.7964 -3.3986 1.6294
H 0.5493 -5.6862 1.1739
H 0.0494 -6.0238 2.9380
C -6.7842 5.8768 1.3812
C -6.9787 5.7055 -0.1218
O -6.7133 4.3767 -0.5343
C -5.4541 4.0378 -0.7914
O -4.4957 4.7333 -0.7879
C -5.2995 2.5205 -1.0030
F -6.4789 1.9196 -1.1355
F -4.5145 2.2458 -2.0465
F -4.6794 2.0299 0.0721
H -6.8349 6.9298 1.6520
H -5.8072 5.5007 1.7022
H -7.4553 5.2631 1.9821
H -6.4964 6.4801 -0.7161
H -8.0570 5.7807 -0.2856
*
```

---

# C5H9N2

A gas-phase ion, C5H9N2 (charge +1) in a non-equilibrium geometry (wB97M-V/def2-TZVPD, the Open Molecules 2025 dataset).

For the calculated total energy, the calculation gives -305.13155 a.u. Its SMILES is C[C@H]1CC=NC=[NH+]1. The gap between HOMO and LUMO comes out at 9.79 eV. Its HOMO energy is -15.2127 eV.

ORCA input file:
```
! wB97M-V def2-TZVPD RIJCOSX def2/J DEFGRID3
* xyz 1 1
C 1.1072 -0.7211 -1.1727
C 0.5963 -1.6083 0.8753
C -0.2531 -0.2916 -1.4244
C -0.7353 0.3160 0.2470
C -0.3106 1.7503 0.4687
N 1.3522 -1.4964 -0.1826
N -0.2338 -0.6321 1.2006
H 1.9553 -0.3647 -1.7444
H 0.7753 -2.4321 1.5527
H -0.3749 0.5211 -2.1282
H -0.9582 -1.0966 -1.5956
H -1.8139 0.1943 0.1657
H 0.1907 1.8669 1.4263
H -1.1694 2.4153 0.4448
H 0.3838 2.0784 -0.3000
H -0.5115 -0.4994 2.1668
*
```